A | {"formula": "C2H6ClNO", "method": "ωB97M-V/def2-TZVPD", "species": ["C", "O", "N", "C", "Cl", "H", "H", "H", "H", "H", "H"], "xyz": [[-0.1259, -1.4067, -1.2058], [-0.6300, -0.4699, -0.3122], [0.5149, 0.4923, 0.2400], [-0.1804, 1.5470, 1.0175], [1.4161, -0.5790, 1.3307], [-0.8735, -1.9722, -1.5476], [0.5681, -2.0629, -0.7312], [0.3287, -1.0340, -2.1344], [0.4736, 2.3642, 0.9237], [-1.0101, 1.7637, 0.4358], [-0.4815, 1.3575, 1.9836]], "mulliken_charge": [-0.6556, -0.2476, -0.1201, -0.7611, -0.1045, 0.3387, 0.2646, 0.2806, 0.3194, 0.3643, 0.3213], "mol_weight_g_mol": 95.5, "smiles": "CON(C)Cl"}

B | {"formula": "C2H6ClNO", "method": "ωB97M-V/def2-TZVPD", "species": ["O", "C", "N", "C", "Cl", "H", "H", "H", "H", "H", "H"], "xyz": [[-1.5496, 1.4417, -0.6968], [-1.0247, 0.1772, -0.6417], [0.0178, 0.1017, 0.5551], [1.1163, -0.7593, 0.5027], [2.6280, 0.1728, 0.9693], [-0.8313, 2.0723, -0.8374], [-1.8457, -0.5186, -0.4606], [-0.4554, -0.1061, -1.5354], [-0.4684, 0.1246, 1.4381], [1.3136, -1.1162, -0.5073], [1.0992, -1.5902, 1.2139]], "mulliken_charge": [-0.5099, -0.2790, -0.2630, -0.3509, -0.2464, 0.3082, 0.2725, 0.3130, 0.2100, 0.2604, 0.2851], "mol_weight_g_mol": 95.5, "smiles": "OCNCCl"}

Verdict on stability: B comes out on top.

A | {"formula": "C4H9N3", "method": "ωB97M-V/def2-TZVPD", "species": ["C", "C", "C", "C", "N", "N", "N", "H", "H", "H", "H", "H", "H", "H", "H", "H"], "xyz": [[0.1029, -2.0595, 0.3822], [-1.8597, 1.2363, 0.6361], [-0.5940, 1.1727, 0.4315], [1.4775, 0.6782, -0.7225], [-0.1604, -0.9764, -0.0322], [0.0701, -3.0904, 1.0699], [0.0859, 0.2488, -0.5451], [-2.1310, 2.1122, 1.2485], [-2.4836, 0.4789, 0.1134], [0.1777, 1.8733, 0.9262], [2.0103, 0.7663, 0.1641], [2.1173, 0.0266, -1.3595], [1.3419, 1.7558, -1.0595], [0.7210, -3.8891, 1.0155], [-0.4954, -2.9840, 1.8737], [-0.4254, 0.1400, -1.5743]], "mulliken_charge": [0.1455, -0.5858, 0.0753, -0.8878, -0.2818, -0.0590, 0.3495, 0.3021, 0.2692, 0.2856, 0.4358, 0.3425, 0.4239, 0.3462, 0.3193, 0.5195], "charge": 2, "mol_weight_g_mol": 99.1, "multiplicity": 3}

B | {"formula": "C4H9N3", "method": "ωB97M-V/def2-TZVPD", "species": ["C", "C", "C", "C", "N", "N", "N", "H", "H", "H", "H", "H", "H", "H", "H", "H"], "xyz": [[-0.2328, -1.0048, -2.5127], [0.1910, 1.6132, 1.1753], [0.6759, -0.2487, -0.1909], [-1.4837, -0.1021, 1.0694], [0.1997, -0.3811, -1.5005], [1.8839, -0.4026, 0.2752], [-0.2400, 0.5068, 0.7267], [-0.3636, -2.0319, -2.4755], [-0.5193, -0.5740, -3.4633], [-0.4285, 2.0075, 1.9367], [1.0683, 2.0986, 0.8333], [-1.6925, -1.1371, 0.7695], [-2.3900, 0.3809, 0.5895], [-1.5372, -0.0898, 2.1690], [2.6332, -0.7255, -0.4670], [2.2355, 0.0907, 1.0651]], "mulliken_charge": [-0.0544, -0.1206, 0.2102, -0.8792, 0.0399, -0.3061, 0.0519, 0.3409, 0.3151, 0.3189, 0.3522, 0.3579, 0.3603, 0.3945, 0.3329, 0.2855], "charge": 2, "mol_weight_g_mol": 99.1, "multiplicity": 3}

Verdict on stability: B comes out on top.

A | {"formula": "C4H2ClO2", "method": "ωB97M-V/def2-TZVPD", "species": ["O", "C", "C", "C", "C", "O", "Cl", "H", "H"], "xyz": [[-2.9632, -0.2563, -0.1480], [-1.8641, -0.7200, -0.0106], [-0.5742, -0.9218, 0.1892], [0.2791, 0.3608, 0.4231], [1.2104, 0.4208, -0.4672], [1.7968, -0.2625, -1.2613], [2.1877, 2.1502, -0.0693], [-0.0244, -1.8390, 0.1648], [-0.0481, 1.0679, 1.1791]], "mulliken_charge": [-0.5022, 0.6314, -0.6633, -0.5794, 0.5299, -0.6134, -0.5104, 0.3312, 0.3763], "charge": -1, "mol_weight_g_mol": 117.5, "smiles": "O=C=C/C=C(\\[O-])Cl"}

B | {"formula": "C4H2ClO2", "method": "ωB97M-V/def2-TZVPD", "species": ["O", "C", "C", "C", "O", "C", "Cl", "H", "H"], "xyz": [[-1.9126, 0.0637, -1.3913], [-0.9853, -0.0937, -0.6338], [0.4968, 0.9577, -0.3152], [0.7521, -0.1796, 0.6787], [1.6567, -0.3283, 1.4886], [-0.4064, -0.9044, 0.3156], [-1.0420, -2.4513, 0.9018], [1.1650, 1.0144, -1.1652], [0.2758, 1.9216, 0.1207]], "mulliken_charge": [-0.6572, 0.4649, -0.4761, 0.4827, -0.7098, -0.1755, -0.3085, 0.1836, 0.1958], "charge": -1, "mol_weight_g_mol": 117.5, "smiles": "O=C1CC([O-])=C1Cl"}

Verdict on stability: B comes out on top.